Formula: C99H204N9O9
Source: OMol25
Level of theory: ωB97M-V/def2-TZVPD

Values from the calculation:
- HOMO energy (spin up / spin down) (eV) = -6.45 / -8.26
- LUMO level (spin up / spin down) (Eh) = 0.0127 / -0.0240
- frontier orbital gap (spin up / spin down) (eV) = 6.8 / 7.6
- E_tot (a.u.) = -5063.6010
- total charge = 0
- spin multiplicity = 10

Geometry as XYZ:
```
321
Properties=species:S:1:pos:R:3:forces:R:3:lowdin_charge:R:1
C -6.1585 -2.5676 -3.1280 -0.8731 0.1640 -0.0703 -0.109
C -4.6943 -2.8838 -2.7498 -0.6968 0.8828 -1.1181 -0.273
C -3.8643 -3.0692 -4.0369 -0.3072 -2.4944 0.0127 -0.206
C -2.3582 -3.1248 -3.7964 -0.1383 -1.9112 0.4205 -0.204
C -1.9264 -4.1004 -2.6497 -0.6701 0.1929 -1.3075 -0.233
C -2.0788 -5.6190 -2.9846 0.4107 1.3239 -0.4584 -0.086
H -6.4732 -3.3876 -3.8089 0.0953 0.6006 0.1149 0.079
H -6.3385 -1.5877 -3.6331 0.3861 -0.8095 0.2571 0.056
H -6.9126 -2.6200 -2.3005 0.9229 0.1013 -0.2827 0.070
H -4.1800 -2.1534 -2.1285 -0.2875 0.3840 0.2087 0.083
H -4.8065 -3.7592 -2.1647 0.5252 -1.1756 0.5753 0.082
H -4.1745 -2.3231 -4.7468 0.2178 0.5902 -0.3372 0.098
H -4.1588 -4.0515 -4.5256 0.0612 0.9442 0.5330 0.129
H -1.7532 -3.3755 -4.6540 -0.2074 -0.2675 -0.7605 0.105
H -2.0559 -2.1631 -3.5788 0.8675 2.3157 0.9178 0.058
H -0.8629 -3.9435 -2.3961 -0.5358 0.1813 0.0037 0.071
H -2.5855 -3.8341 -1.8134 0.5373 -0.3237 0.2972 0.085
H -3.1079 -5.9460 -2.9500 -0.3294 -0.0730 -0.1500 0.059
H -1.6165 -5.9139 -3.9712 -0.3566 0.3437 1.1229 0.095
H -1.5677 -6.0433 -2.1444 0.3704 -1.0873 0.2007 0.034
C 5.5417 -2.1690 1.9763 -0.2296 -0.3954 -0.9118 -0.111
C 4.6575 -1.7739 3.1338 -1.0695 0.3329 -0.5663 -0.258
C 4.1923 -0.3083 3.1217 -0.8522 -0.5945 -0.4345 -0.226
C 5.2709 0.7250 3.1650 -0.0927 0.9613 0.0003 -0.217
C 4.7017 2.1617 2.9565 1.5103 -0.6009 0.4572 -0.246
C 3.6623 2.7016 3.9201 0.8720 0.2525 0.5314 -0.097
H 6.4885 -1.6668 1.9701 0.6377 0.3444 0.0285 0.056
H 5.1160 -2.0751 0.9429 -0.0513 0.2486 1.0447 0.067
H 5.7222 -3.2231 2.0983 0.4218 -0.5858 -0.0986 0.064
H 3.7661 -2.4010 3.0166 -0.1416 0.0694 0.2870 0.083
H 5.0994 -2.0949 4.0792 0.1899 0.2866 0.0572 0.109
H 3.4593 -0.1428 3.9410 0.4891 -0.0431 -0.2699 0.103
H 3.6350 -0.1119 2.1941 -0.1478 -0.3817 0.0145 0.094
H 5.7730 0.5744 4.1116 0.3839 0.5637 0.4965 0.112
H 6.0563 0.6353 2.3990 -0.3102 -0.4829 0.0181 0.091
H 5.6095 2.8071 2.9882 -0.6752 0.0140 -0.0933 0.111
H 4.3000 2.2454 1.9421 0.0552 -0.2520 -0.0687 0.085
H 2.8592 2.0547 4.1898 -0.6573 -0.8244 -0.2316 0.045
H 4.0731 3.0049 4.9006 0.0830 0.1403 -0.5422 0.090
H 3.2622 3.5365 3.3812 -0.5232 0.7461 0.3037 0.027
C -2.9859 5.8152 0.6313 1.0004 -1.0725 -0.1742 -0.092
C -2.9630 6.2893 2.0639 -0.9820 0.7401 -0.4255 -0.271
C -2.2807 5.3866 2.9944 -0.3879 -1.1854 2.6113 -0.253
C -2.0808 5.9774 4.3905 0.0381 1.1000 1.8607 -0.203
C -1.4986 5.0172 5.4810 -1.0647 0.6368 -0.3470 -0.258
C -0.3189 4.2590 4.9706 0.9737 0.8610 -0.6883 -0.111
H -3.5467 6.3583 -0.1148 -0.4047 0.3949 0.2014 0.055
H -3.2812 4.7670 0.6155 -0.4531 -0.1880 -0.1417 0.060
H -1.9551 5.7640 0.2603 0.0382 0.1716 0.0282 0.069
H -2.3951 7.1956 2.1152 -0.0316 1.0804 -0.0444 0.101
H -3.9731 6.4482 2.4830 0.2508 0.2877 -0.4000 0.123
H -1.3210 5.0693 2.7206 1.5326 -0.2685 -1.1545 0.071
H -2.8229 4.4545 3.1529 -0.3778 -0.2739 -0.2070 0.111
H -1.3652 6.7973 4.3955 0.4591 0.2070 -0.6787 0.091
H -2.9514 6.5478 4.8018 0.0232 -0.8966 -0.4178 0.118
H -1.2200 5.5007 6.4328 0.0062 0.5586 -0.6306 0.111
H -2.2773 4.3675 5.8321 -0.5779 -0.8256 -0.0989 0.087
H 0.3892 4.9848 4.4883 -0.2991 -0.6100 0.4978 0.087
H 0.1603 3.7868 5.8036 0.5920 -0.4991 0.2712 0.059
H -0.5333 3.5309 4.2008 -0.2290 -0.2955 -0.0531 0.045
C 2.6448 0.4926 -5.1284 -2.6560 -0.5755 -1.2339 0.003
C 1.1188 0.9628 -5.1299 0.2140 0.9742 -1.9323 -0.378
C 0.8694 1.7656 -3.8781 3.2471 -1.3651 0.7743 -0.197
C -0.3741 2.4599 -3.7251 -3.0143 1.6087 0.1660 -0.215
C -0.4257 3.5679 -4.7914 -0.1295 0.0754 -0.9546 -0.110
C -0.4004 2.9818 -6.2601 0.8630 1.4372 0.3892 -0.392
N 0.6481 1.8445 -6.4134 -3.3206 0.9182 8.4274 -0.205
O 1.2884 1.8138 -7.3802 4.5747 -0.8953 -6.8708 -0.013
C -1.7283 2.3789 -6.7179 0.7060 -2.0466 0.2003 -0.041
C 0.0432 4.1093 -7.2672 0.0271 -0.0812 -0.5534 -0.033
C 0.2106 -0.2171 -5.3663 0.7790 -0.4685 -1.3895 -0.035
H 2.9888 0.1040 -6.1168 -0.3632 0.4267 0.7270 0.102
H 2.5438 -0.3641 -4.4369 0.8214 0.5000 -0.0366 0.061
H 3.2605 1.2917 -4.7887 0.6110 0.2663 0.2232 0.046
H 1.0619 1.0449 -3.0822 -0.1898 -0.0624 0.3588 0.104
H 1.7079 2.4933 -3.7374 -0.4770 -0.3279 -0.2965 0.138
H -0.4851 2.8505 -2.6914 0.2196 0.1568 -0.6313 0.096
H -1.2831 1.8218 -3.8260 0.5242 0.1013 -0.1863 0.107
H 0.4336 4.2716 -4.7126 -0.3436 -0.5985 0.2241 0.111
H -1.3304 4.1938 -4.7353 0.1513 -0.2910 0.1247 0.106
H -2.5617 2.9729 -7.0228 -0.1448 1.0490 -0.0252 0.068
H -1.3994 1.7737 -7.5637 -0.4651 -0.0334 -0.3989 0.090
H -2.1444 1.6358 -6.0059 0.3641 0.5187 -0.0818 0.063
H -0.8436 4.5857 -7.7090 0.2306 -0.0078 0.2866 0.079
H 0.7464 4.8956 -6.9392 -0.5877 -0.3142 0.7751 0.079
H 0.6364 3.7107 -8.1037 -0.6400 -0.3789 0.1926 0.070
H 0.3703 -0.4461 -6.4401 -0.6284 0.2525 0.2523 0.104
H -0.8255 0.0353 -5.1752 -0.1856 -0.4230 0.1196 0.070
H 0.5778 -1.1522 -4.9773 -0.2530 -0.3367 1.2290 0.064
C 2.1972 -2.7738 5.8028 -1.4001 0.1356 -0.5749 0.010
C 0.7277 -2.3616 5.5708 0.5686 3.2959 1.3762 -0.457
C -0.2103 -3.1974 6.3523 -0.7984 -2.8008 -0.3327 -0.149
C -1.6520 -2.7673 6.4631 0.2793 1.9156 2.2348 -0.157
C -1.6343 -1.3987 7.2731 0.1560 -0.5750 -1.1588 -0.082
C -0.7324 -0.3124 6.6012 0.5979 -0.8841 -0.1985 -0.481
N 0.4338 -0.8917 5.8997 5.5088 1.1585 3.6216 -0.085
O 1.6056 -0.2380 6.1224 -2.8655 -0.8693 -0.8231 -0.065
C -1.4702 0.2550 5.4233 -1.8690 -0.0123 0.3750 -0.049
C -0.3223 0.8514 7.4942 -0.2773 -0.5108 0.1271 -0.023
C 0.4321 -2.1507 4.1578 -1.0881 -2.8654 -1.9581 -0.053
H 2.1886 -3.6533 5.2181 0.5922 -1.2831 -0.9216 0.076
H 2.4792 -3.1126 6.7654 -0.1871 0.0745 1.3531 0.077
H 2.9467 -2.1023 5.4507 0.1377 0.5843 -0.4145 0.056
H -0.2873 -4.2088 5.9254 0.5562 0.1137 -0.3439 0.111
H 0.2230 -3.4162 7.3262 -0.1038 0.4641 0.3741 0.130
H -2.1807 -3.4302 7.1668 0.0978 -0.1779 -0.6300 0.116
H -2.2063 -2.7111 5.5319 0.0797 0.0618 -0.2085 0.091
H -1.4672 -1.6748 8.3359 0.3534 0.6358 -0.6287 0.128
H -2.6024 -0.9562 7.1588 -0.9053 0.1512 0.5352 0.095
H -2.3805 0.7237 5.7587 -0.4404 0.4482 0.4022 0.068
H -0.9112 1.0142 4.9306 0.6687 0.3475 -0.6829 0.081
H -1.8569 -0.5189 4.7704 0.2761 -0.0550 -0.4111 0.066
H 0.2931 1.5549 6.9566 -0.0022 0.1942 -0.3017 0.061
H -1.2884 1.2893 7.7113 -0.0658 0.5033 0.5947 0.086
H 0.2396 0.6009 8.3976 -0.3132 -0.2795 -0.0639 0.092
H 0.9802 -1.4211 3.6430 1.1711 1.3934 -0.1377 0.068
H -0.6231 -1.8674 4.0675 0.1806 -0.5610 -0.4699 0.075
H 0.7135 -3.0794 3.6667 -0.7107 -0.4189 -0.7378 0.084
C 3.0060 6.2478 2.7485 0.0009 -0.9683 -0.3455 -0.010
C 2.2818 7.0410 1.6180 0.4858 -0.1882 2.0627 -0.473
C 3.1735 8.1576 1.0264 0.0922 -0.0806 0.3592 -0.147
C 4.0381 7.6728 -0.0750 1.1665 -2.0875 -1.0256 -0.172
C 3.1075 6.9451 -1.0881 1.5463 0.5022 -0.8195 -0.142
C 2.4417 5.7250 -0.5322 -0.1629 -0.9750 -1.1468 -0.486
N 1.7490 6.1012 0.6530 -0.9885 -0.8414 0.9274 -0.151
O 0.7914 5.3302 1.0641 0.8521 0.5658 -0.2669 -0.022
C 1.3041 5.3105 -1.5450 0.2326 0.3413 2.1712 0.004
C 3.5196 4.5917 -0.3091 -1.6858 -0.0177 0.4394 0.015
C 1.0746 7.6990 2.2468 -0.5739 1.9801 -0.7532 -0.037
H 3.9906 5.8092 2.4843 -0.3494 0.6444 0.0693 0.086
H 2.4204 5.3822 3.1069 -0.1567 0.4179 -0.6079 0.059
H 3.0468 6.8690 3.6227 0.5800 0.5435 0.3799 0.079
H 2.5520 8.9048 0.5934 -0.8702 0.8237 -0.1130 0.107
H 3.7673 8.6411 1.8107 -0.2750 -0.2269 0.1086 0.133
H 4.7757 6.9592 0.3753 -0.4651 0.2862 -0.5690 0.112
H 4.6733 8.3886 -0.6145 -0.4882 0.2980 0.4133 0.118
H 3.5929 6.6629 -2.0546 0.1253 0.1037 0.8585 0.135
H 2.3544 7.6388 -1.4205 -0.5599 0.5349 0.0544 0.117
H 1.7666 5.3601 -2.4920 -0.0869 -0.0127 -1.4095 0.064
H 0.9396 4.3317 -1.2992 0.0869 -0.6920 -0.1711 0.043
H 0.4044 5.9472 -1.3733 0.9313 -0.0263 -0.5817 0.104
H 3.0189 3.7462 0.2311 0.4407 0.3694 -0.8452 0.091
H 3.9236 4.3443 -1.2906 -0.1432 -0.4063 0.1199 0.071
H 4.3478 4.8846 0.3255 0.0805 0.3642 0.0702 0.060
H 0.4230 7.0816 2.8328 -0.0798 -0.6074 0.1663 0.051
H 0.4995 8.0935 1.3757 -0.0059 -0.1236 0.7414 0.107
H 1.3485 8.5828 2.8593 0.0986 -0.5158 -0.2856 0.103
C 8.6691 0.2781 -4.5014 0.0435 -0.5152 0.5325 -0.029
C 8.0351 -0.0459 -3.1453 1.2090 -0.0282 1.0974 -0.459
C 8.8568 0.7885 -2.0660 -0.6143 -1.0347 0.3958 -0.113
C 8.1296 0.7842 -0.7180 -0.0821 -1.5777 -0.2941 -0.211
C 6.7656 1.4100 -0.8284 0.2831 1.7629 0.2885 -0.137
C 5.8541 0.8365 -1.9580 1.8663 -1.9895 1.4892 -0.459
N 6.6479 0.3721 -3.1777 -2.8931 0.7789 -1.0813 -0.104
O 5.8722 -0.0329 -4.1878 2.0573 0.7070 2.0610 -0.041
C 5.2504 -0.4790 -1.3953 0.4469 -0.3736 -1.7623 -0.016
C 4.7708 1.7609 -2.3138 0.2317 1.4067 -0.5007 -0.036
C 8.0637 -1.5877 -2.8204 0.1028 0.8223 -0.1918 -0.013
H 8.2431 1.1975 -4.8192 -0.4990 0.7572 -0.5691 0.076
H 8.4452 -0.5042 -5.1992 -0.0576 -0.2407 -0.6081 0.077
H 9.7431 0.4625 -4.4575 0.0456 -0.4142 0.2782 0.086
H 9.8552 0.3327 -1.9433 -0.4203 -0.0894 -0.2385 0.121
H 9.0688 1.8298 -2.3483 -0.4363 -0.2118 -0.3725 0.122
H 8.7297 1.2946 0.0198 0.1047 0.1896 0.3623 0.107
H 7.9521 -0.2578 -0.3367 0.6111 0.6567 -0.3810 0.112
H 6.9851 2.5199 -0.9330 -0.7287 -0.9558 -0.2583 0.135
H 6.3029 1.2951 0.1849 -0.2204 0.1176 -0.9877 0.114
H 4.6510 -0.3288 -0.5154 -0.3232 0.1265 0.2975 0.059
H 4.6537 -0.8570 -2.2595 0.0884 -0.0934 0.8470 0.087
H 6.0711 -1.1979 -1.2194 -0.6189 0.2765 0.1976 0.067
H 4.1628 1.3133 -3.1051 -0.0322 0.4789 0.3798 0.055
H 4.2462 1.9635 -1.3890 -0.6520 -0.1517 0.0401 0.077
H 5.2239 2.7423 -2.5862 -0.4610 -0.5739 -0.3564 0.104
H 7.8340 -1.9087 -1.8011 0.1390 0.5516 0.0387 0.065
H 9.0757 -1.8790 -3.0295 0.4735 -0.6179 -0.2249 0.079
H 7.3432 -2.1213 -3.4420 0.2290 0.1672 -0.3344 0.068
C 5.9240 -5.5822 -5.2298 0.4244 1.4549 -1.6453 -0.035
C 5.0007 -5.0612 -4.1445 1.1397 -1.1608 0.7828 -0.510
C 4.3260 -3.8080 -4.4900 -1.9794 3.8335 0.8780 -0.127
C 3.2089 -3.3484 -3.4348 0.0893 -2.4139 -1.3381 -0.120
C 2.2105 -4.6052 -3.4431 0.4313 4.2771 0.5573 -0.134
C 2.7923 -5.8764 -3.0329 2.9311 -1.2647 0.2955 -0.501
N 4.0381 -6.1507 -3.8644 0.1384 -1.1569 -0.0974 -0.114
O 4.5307 -7.3671 -3.8888 -1.0765 1.9551 0.3600 -0.034
C 3.2292 -5.8444 -1.5144 -0.8207 0.5481 -1.2865 0.016
C 1.8785 -7.0154 -3.3646 0.0508 0.4294 2.0924 -0.018
C 5.8021 -4.8244 -2.8487 2.1791 0.5893 -0.9921 -0.015
H 6.5677 -6.3602 -4.8798 -0.0413 -0.8079 0.0728 0.071
H 6.6276 -4.7884 -5.5586 -0.4252 -0.0092 0.4403 0.094
H 5.3927 -5.8233 -6.1837 0.1908 -0.3003 0.9897 0.105
H 4.9338 -2.8941 -4.4212 0.9668 -0.6784 -0.4342 0.114
H 3.8484 -3.7152 -5.4760 0.1505 -0.6427 0.1050 0.130
H 2.7399 -2.4496 -3.8468 -0.1920 -0.2727 0.0878 0.076
H 3.5943 -3.0699 -2.4383 -0.0575 -0.3793 -0.4620 0.078
H 1.8078 -4.5840 -4.4442 -0.3294 -0.4719 -0.3239 0.125
H 1.4483 -4.2950 -2.7420 -0.7797 -0.4251 0.1918 0.094
H 3.6354 -4.8570 -1.3004 0.3034 -0.2666 0.1440 0.058
H 2.2644 -5.8357 -1.0492 -0.4458 -0.3589 0.9396 0.045
H 3.8797 -6.6546 -1.1559 -0.3547 0.2335 -0.4005 0.104
H 2.4651 -7.8465 -2.9749 -0.8770 -0.6938 -0.3585 0.088
H 0.9275 -6.8037 -2.8338 0.3616 -0.6262 -0.3150 0.091
H 1.7581 -7.0101 -4.4156 -0.3324 -0.4720 -1.0420 0.082
H 6.0248 -5.7406 -2.3571 -0.0882 -0.8961 0.4757 0.079
H 5.3603 -4.1338 -2.1726 -0.5451 0.3880 0.5242 0.050
H 6.8249 -4.3939 -3.0588 -1.0127 -0.2837 -0.1900 0.098
C 1.8931 -2.2848 0.2390 0.6276 0.4250 0.1569 0.004
C 0.7407 -1.3974 -0.1247 -0.3437 1.1616 0.3904 -0.500
C -0.5098 -1.9826 0.3839 -2.1076 -0.5097 -0.2530 -0.142
C -1.7259 -1.0452 0.3226 1.1357 0.2712 0.6349 -0.120
C -1.3224 0.0484 1.2734 -0.9458 -0.1801 2.1933 -0.143
C -0.0587 0.7640 0.9870 0.7336 1.2689 -3.1967 -0.527
N 0.9911 -0.1085 0.5083 2.2322 -1.1766 -0.8424 -0.094
O 2.2095 0.2760 0.2698 -1.3370 1.0639 0.6342 -0.033
C -0.3744 1.7699 -0.1533 -0.8235 1.2118 0.1711 -0.005
C 0.4966 1.5296 2.0990 2.4356 -0.3609 1.6144 -0.017
C 0.5602 -1.2543 -1.6400 0.2829 -0.5209 0.1443 0.014
H 1.6905 -3.2905 -0.0166 -0.3684 -1.2515 -0.3880 0.062
H 2.1058 -2.2586 1.3263 0.0589 0.2272 -0.6147 0.100
H 2.7137 -1.9402 -0.3728 0.6960 -0.1283 0.3198 0.066
H -0.6564 -2.7200 -0.3572 -0.6104 -1.6746 -0.2951 0.079
H -0.4673 -2.4640 1.3676 0.2603 0.3012 -0.0651 0.116
H -2.6014 -1.5449 0.7195 -0.1258 -0.0844 -0.1075 0.079
H -1.9591 -0.5855 -0.6526 0.1557 -0.5732 0.1362 0.110
H -1.2821 -0.3296 2.3463 -0.3276 0.3070 -1.1681 0.139
H -2.0147 0.8666 1.1858 -0.8866 0.1879 0.6536 0.095
H 0.5374 2.3562 -0.3865 -0.5175 -0.5632 -0.3552 0.083
H -0.9211 1.3487 -1.0362 0.9688 0.1551 0.6077 0.069
H -1.1020 2.5133 0.2823 0.6625 -0.4839 -0.3618 0.104
H 0.8296 0.7752 2.8430 -0.3167 0.6209 0.1715 0.099
H 1.4340 2.0781 1.8443 -0.7842 -0.3790 -0.1705 0.098
H -0.1797 2.2319 2.5037 -0.9175 0.6454 0.5709 0.065
H 1.4881 -1.0076 -2.1439 0.0183 0.4837 -0.1067 0.080
H -0.3094 -0.6809 -1.9678 0.4086 0.3834 0.1794 0.082
H 0.3061 -2.2571 -1.9193 0.0974 -0.7245 -0.6867 0.054
C -4.2256 1.4834 3.5002 -2.7956 -0.6823 0.8775 0.019
C -5.6073 0.6088 3.3294 2.2805 4.1905 0.0919 -0.443
C -6.3614 1.4434 2.2700 -0.0009 -1.2717 -1.2496 -0.146
C -7.5353 0.6537 1.6697 0.1797 0.6669 1.4158 -0.209
C -7.0769 -0.6784 1.1733 2.3881 -0.3211 -1.0018 -0.110
C -6.0940 -1.5165 2.2206 -2.8775 -1.7677 -3.0972 -0.385
N -5.1409 -0.6706 2.8333 -1.6491 1.1121 -0.0464 -0.189
O -4.2007 -1.2487 3.4216 1.3232 -0.2968 0.8324 0.012
C -7.0069 -2.1979 3.2943 1.5536 -0.5508 -0.8853 -0.002
C -5.2207 -2.5707 1.3458 -1.5449 0.4408 2.0795 0.006
C -6.4850 0.5906 4.5641 1.2239 -0.3392 -0.0073 -0.011
H -3.5778 1.2578 2.6757 0.3455 0.1159 -0.3083 0.057
H -3.7565 1.3112 4.4512 0.3143 -0.2963 0.1962 0.043
H -4.6030 2.5051 3.5216 0.4406 0.1998 -0.2657 0.074
H -6.7367 2.4355 2.5596 0.5029 -0.3933 0.6193 0.133
H -5.5785 1.5918 1.5283 -0.2238 0.3589 -0.7080 0.102
H -8.0758 1.3139 0.9687 0.1142 -0.7068 -0.0246 0.114
H -8.1988 0.4188 2.5075 -0.5273 0.4365 -0.1726 0.096
H -6.2992 -0.4726 0.4079 -0.6343 -0.0782 -0.3261 0.095
H -7.9441 -1.1739 0.6649 1.0522 -0.4703 0.8343 0.132
H -6.3113 -2.5153 4.0319 0.5743 -0.7311 0.9161 0.071
H -7.6595 -1.5554 3.8174 -0.8655 0.8837 0.0945 0.047
H -7.5624 -3.0662 2.9575 0.0260 -0.0293 -0.4353 0.090
H -4.3708 -2.0877 0.8564 -0.7425 0.0326 -0.4380 0.058
H -4.7610 -3.2509 2.0582 -0.1368 -0.0669 0.0124 0.032
H -5.9266 -3.1680 0.7664 0.3467 0.2953 -0.5591 0.085
H -7.4543 0.3120 4.1754 -0.3467 -0.0906 0.9744 0.053
H -6.5058 1.5621 5.0769 -0.0183 -0.2203 -0.3765 0.105
H -5.9937 -0.1300 5.2065 -0.6264 -0.3445 0.6495 0.093
C -5.8951 5.0741 -4.9159 0.0606 -2.9422 -0.0031 -0.023
C -5.6511 4.4864 -3.5284 0.6966 1.2234 0.6318 -0.481
C -6.9789 4.2348 -2.8265 -1.1816 -0.5175 1.8163 -0.134
C -6.8271 3.2563 -1.6411 1.2840 0.1034 0.0386 -0.178
C -6.3972 1.8801 -2.1500 0.1158 1.5262 1.4424 -0.143
C -5.0167 2.0249 -2.7539 2.2174 -2.3330 0.8079 -0.451
N -4.9177 3.1844 -3.6110 4.5704 1.2772 -4.4315 0.017
O -3.6742 3.2596 -4.4633 -5.2702 -0.2933 3.8145 -0.062
C -3.9158 2.1570 -1.5845 -1.5004 0.5555 -0.8083 0.009
C -4.5999 0.7134 -3.5193 -1.2722 1.3142 -0.4681 -0.002
C -4.8069 5.5570 -2.7311 -0.2117 -3.2643 1.0245 -0.002
H -6.3579 6.0205 -4.9289 -0.3456 1.1503 0.2400 0.078
H -6.5842 4.3243 -5.2856 -0.4545 0.1839 -0.9294 0.081
H -5.0145 4.9849 -5.5303 0.3784 0.4188 -0.0645 0.074
H -7.3835 5.1230 -2.3153 0.3337 0.2762 -0.7738 0.124
H -7.8208 3.8400 -3.4368 0.8128 0.2741 -0.2326 0.130
H -7.7563 3.1009 -1.1119 -0.3029 0.4952 0.3056 0.102
H -6.0200 3.6589 -0.9423 -1.2519 -0.4813 -0.5676 0.124
H -7.2205 1.4808 -2.7008 -0.1261 -0.2535 -1.4327 0.116
H -6.4039 1.2314 -1.2885 0.6235 -0.4971 0.3590 0.094
H -2.8933 2.1128 -1.9186 0.2455 -0.5978 -0.5365 0.056
H -3.9979 3.1694 -1.2580 -0.1014 0.6720 0.8834 0.035
H -4.1378 1.4708 -0.7654 0.1395 -0.0614 -0.0939 0.080
H -3.9367 1.0328 -4.3116 0.6175 -0.2847 0.0887 0.055
H -4.1857 -0.0534 -2.8519 -0.2111 0.3137 -0.2703 0.075
H -5.5100 0.3843 -4.0381 0.2630 -0.4314 0.1786 0.073
H -5.4282 6.3860 -2.5057 -0.1759 1.1112 -0.2021 0.077
H -3.8541 5.6822 -3.1957 0.3563 0.7415 -0.7149 0.079
H -4.5300 5.0864 -1.7724 -0.2253 0.3557 -0.0415 0.046
C 0.5189 -7.8010 2.5890 -0.0041 -0.2825 -0.6072 -0.025
C -0.4594 -6.7576 2.0359 1.5585 -0.7630 -0.4830 -0.484
C -1.4567 -7.4748 1.1419 0.7439 -1.2523 0.4040 -0.139
C -2.6364 -6.6455 0.9256 -1.5776 2.8935 -2.1547 -0.236
C -3.4161 -6.3241 2.1707 -0.0982 -1.3685 -0.3452 -0.114
C -2.4188 -5.6645 3.1508 -1.0815 0.7305 -1.4047 -0.515
N -1.0750 -6.1972 3.2423 -2.7271 -2.9432 -5.0441 -0.194
O -0.3320 -5.5779 3.9313 3.8976 2.8215 4.3553 0.012
C -2.2846 -4.2359 2.7036 0.2948 1.6392 1.9729 -0.012
C -2.9301 -5.7365 4.4935 -0.1688 -0.5405 3.8108 -0.031
C 0.3717 -5.7435 1.2236 -0.6275 1.0867 0.6366 -0.012
H -0.1270 -8.4149 3.2001 0.2896 -0.7644 0.2171 0.085
H 1.3298 -7.4224 3.1994 -0.0733 0.4393 0.1158 0.084
H 0.9894 -8.3584 1.7619 -0.3855 -0.0421 0.3145 0.097
H -0.8832 -7.7605 0.2156 -0.8691 0.0386 0.7962 0.147
H -1.8575 -8.3605 1.6830 0.7186 -0.0634 -0.4414 0.139
H -3.3373 -6.9746 0.1572 0.1863 -0.5371 -0.0982 0.120
H -2.3588 -5.6240 0.5509 0.1851 -0.8365 -0.1396 0.105
H -4.0052 -7.2433 2.4387 0.9925 0.5341 0.7404 0.139
H -4.2332 -5.6326 1.9044 0.5354 0.1793 0.3080 0.119
H -1.5404 -3.7301 3.3652 -0.3646 -0.4985 -0.5884 0.082
H -1.9786 -4.0651 1.6938 -0.1448 0.0253 -0.7088 0.065
H -3.2109 -3.7407 2.9880 -0.0712 0.2192 -0.5339 0.072
H -2.5307 -5.0083 5.2493 -0.3018 -0.4326 -1.0007 0.088
H -3.9975 -5.6915 4.4863 -0.8052 0.1686 0.2252 0.087
H -2.6242 -6.7287 4.8861 -0.5156 0.3670 0.0282 0.117
H -0.1815 -5.0971 0.5182 -0.1420 -0.3419 0.3181 0.072
H 1.0430 -6.3391 0.6289 0.6029 0.0454 -0.0824 0.060
H 0.8867 -5.0521 1.9327 -0.0125 -0.6692 -0.6136 0.098
```
Positions in Å, forces in eV/Å.